Entry 1:
17
Properties=species:S:1:pos:R:3:forces:R:3:mulliken_charge:R:1 method="wB97M-V/def2-TZVPD" homo_energy_ev=-2.6743 spin_multiplicity=1 homo_lumo_gap_ev=3.7 energy_ev=-8876.4074 relative_energy_kcal_mol=177.8 e_lumo_ev=1.1 charge=-1
C 0.891792 2.257218 1.957387 2.28 2.36 -0.61 -0.30
O 1.640136 2.160491 3.062613 -1.27 -1.22 -0.48 -0.77
C 0.119536 1.032957 1.326553 -0.83 -0.60 -1.26 0.02
C -0.822853 1.135020 0.138653 -2.42 2.35 5.19 -0.99
C -0.179212 -1.231423 -1.578929 0.49 2.25 1.35 -0.32
C -0.186808 -3.482904 -2.097176 0.45 2.29 -0.64 -0.49
N 0.177901 -2.215665 -2.343822 -0.71 -2.71 -0.92 -0.46
H 0.127406 3.056460 2.052083 -0.44 -0.14 -0.03 0.15
H 1.550708 2.578940 1.109652 -0.34 0.31 -0.17 0.13
H 0.107705 0.346656 2.193823 -0.85 -0.59 -1.05 0.35
H 0.710457 0.685874 0.440902 2.08 -0.91 -0.01 0.15
H -0.981634 2.206813 -0.109360 1.13 -0.62 -1.03 0.34
H -1.840674 0.856773 0.449846 0.07 -1.07 -0.87 0.29
H -0.598318 -1.307900 -0.580092 -0.09 -0.48 0.17 0.08
H 0.055401 -0.204449 -1.857448 0.46 -0.40 -0.02 0.30
H -0.945668 -3.678183 -1.345149 0.05 -0.39 0.11 0.23
H 0.174124 -4.196678 -2.819537 -0.06 -0.45 0.26 0.29


Entry 2:
17
Properties=species:S:1:pos:R:3:forces:R:3:mulliken_charge:R:1 method="wB97M-V/def2-TZVPD" homo_energy_ev=-13.8298 spin_multiplicity=1 homo_lumo_gap_ev=10.7 energy_ev=-8875.5722 relative_energy_kcal_mol=69.4 e_lumo_ev=-3.2 charge=+1
C -0.374905 1.556262 3.060483 0.03 0.05 0.38 -0.63
C -0.157919 1.024925 1.905945 0.23 0.00 -0.40 0.07
C 1.081720 0.784950 -1.423337 -0.10 0.26 -0.96 -0.77
C -1.649111 -2.706728 -1.713373 -0.31 -0.26 -0.22 -0.12
C -0.038899 0.463558 0.741391 -0.49 -0.29 0.09 -0.20
N 1.228581 0.401263 -0.003041 0.33 -0.11 0.49 -0.09
O -0.895413 -1.871613 -1.290593 0.27 0.25 0.16 -0.39
H -0.713670 2.570555 3.178821 -0.05 0.28 -0.13 0.27
H 0.676615 1.792539 -1.494284 0.02 -0.05 0.18 0.35
H 2.048191 0.751735 -1.924100 0.02 -0.05 0.17 0.35
H 0.402452 0.085017 -1.909682 0.03 0.02 0.19 0.29
H -2.087870 -3.484335 -1.072808 0.06 -0.01 0.15 0.25
H -1.950956 -2.735304 -2.770149 0.05 0.06 -0.08 0.23
H -0.841732 -0.067972 0.251073 0.04 -0.02 -0.07 0.38
H 1.580681 -0.567090 0.031357 -0.03 0.33 0.08 0.35
H 1.913901 1.009611 0.465056 -0.13 -0.29 -0.14 0.39
H -0.221668 0.992628 3.967238 0.03 -0.18 0.11 0.26